1.
Formula: C5H9NO
Source: OMol25
Level of theory: ωB97M-V/def2-TZVPD

Element x y z (Å)
C -1.49 -1.25 -0.14
C -0.43 -0.23 -0.55
C -0.70 1.26 -0.17
C 0.74 1.40 0.41
C 0.87 -0.07 0.20
N 1.91 -0.84 0.31
O 3.04 -0.53 0.78
H -2.39 -1.10 -0.75
H -1.78 -1.14 0.91
H -1.16 -2.28 -0.30
H -0.23 -0.34 -1.62
H -0.95 1.92 -1.01
H -1.47 1.35 0.60
H 0.82 1.77 1.44
H 1.43 1.97 -0.22
H 1.79 -1.80 -0.03

For the calculated total energy, the calculation gives -325.807220 a.u. The frontier orbital gap is 9.073 eV. The calculation puts the HOMO energy at -8.3 eV. Its energy above the lowest of the compared OMol25 structures with the same formula, charge and spin is 342.2 kJ/mol.

Atomic partial charges in e from the Löwdin method, atoms 1 to 8:
1 C -0.07
2 C -0.30
3 C -0.12
4 C -0.08
5 C -0.21
6 N -0.12
7 O -0.11
8 H 0.08


2.
Formula: C27H44BrNOP2PdS
Source: OMol25
Level of theory: ωB97M-V/def2-TZVPD

Element x y z (Å)
C 1.84 3.84 0.02
C 0.89 3.12 -0.74
C 1.00 3.12 -2.15
C 2.09 3.80 -2.72
N 2.99 4.44 -1.99
C 2.87 4.49 -0.67
C -0.11 2.29 -0.10
C -1.21 1.90 0.42
C -2.56 2.15 0.86
C -3.37 1.13 1.37
C -4.66 1.42 1.82
C -5.15 2.73 1.71
C -4.37 3.75 1.16
C -3.07 3.46 0.74
Pd 0.04 0.12 0.26
P 2.27 -0.38 0.01
H 0.26 2.63 -2.77
H 1.76 3.89 1.10
H 2.21 3.81 -3.81
H 3.62 5.05 -0.11
H -2.43 4.24 0.31
H -2.98 0.11 1.42
H -4.76 4.76 1.07
H -5.28 0.64 2.25
C 2.77 -2.09 0.45
C 3.96 -2.69 -0.32
H 1.88 -2.71 0.33
H 3.00 -2.06 1.53
H 4.11 -3.71 0.04
H 3.78 -2.73 -1.40
H 4.89 -2.14 -0.14
C 2.61 -0.13 -1.78
C 4.01 0.30 -2.19
H 1.88 0.64 -2.11
H 2.32 -1.06 -2.29
H 4.03 0.41 -3.28
H 4.29 1.27 -1.77
H 4.78 -0.44 -1.92
C 3.38 0.72 0.95
C 4.84 0.29 1.09
H 2.92 0.80 1.95
H 3.30 1.72 0.50
H 5.38 1.07 1.64
H 4.96 -0.64 1.65
H 5.35 0.18 0.12
Br -6.89 3.11 2.33
P -1.34 -1.32 -0.86
C -0.37 -2.36 -2.00
C -1.06 -3.60 -2.57
H 0.53 -2.66 -1.44
H -0.03 -1.70 -2.81
H -0.35 -4.12 -3.22
H -1.37 -4.30 -1.79
H -1.93 -3.34 -3.18
C -2.40 -2.41 0.15
C -3.72 -2.87 -0.48
H -2.60 -1.87 1.09
H -1.78 -3.27 0.42
H -4.23 -3.53 0.24
H -4.40 -2.04 -0.70
H -3.56 -3.45 -1.40
C -2.45 -0.23 -1.82
C -2.98 -0.76 -3.15
H -1.89 0.71 -1.98
H -3.28 0.03 -1.15
H -3.58 0.02 -3.62
H -2.17 -1.02 -3.85
H -3.62 -1.64 -3.03
C -0.53 -0.60 5.57
S 0.04 -0.35 3.87
C -0.35 -1.94 3.10
O -0.89 0.67 3.29
H 0.16 -1.27 6.08
H -1.56 -0.99 5.55
H -0.52 0.38 6.05
H -1.43 -2.15 3.18
H -0.05 -1.90 2.04
H 0.25 -2.71 3.60

For the calculated total energy, the calculation gives -4967.933394 a.u. The frontier orbital gap (spin up / spin down) is 6.704 / 6.705 eV. The calculation puts the HOMO energy (spin up / spin down) at -6.3 / -6.3 eV. Its energy above the lowest of the compared OMol25 structures with the same formula, charge and spin is 0.0 kJ/mol.

Atomic partial charges in e from the Löwdin method, atoms 1 to 8:
1 C -0.04
2 C -0.24
3 C -0.04
4 C -0.15
5 N 0.03
6 C -0.15
7 C -0.11
8 C -0.15


3.
Formula: C4H12N2
Source: OMol25
Level of theory: ωB97M-V/def2-TZVPD

Element x y z (Å)
C 0.79 -1.75 0.96
N 1.16 -0.54 1.68
C 0.49 0.73 1.28
C 0.14 1.02 -0.19
N -1.19 0.56 -0.58
C -1.44 0.54 -2.02
H 1.35 -1.94 0.04
H -0.28 -1.73 0.76
H 0.84 -2.61 1.64
H 2.17 -0.41 1.60
H -0.44 0.72 1.86
H 1.08 1.54 1.68
H 0.27 2.10 -0.34
H 0.87 0.53 -0.85
H -1.30 -0.38 -0.25
H -2.50 0.54 -2.22
H -0.92 1.41 -2.44
H -1.08 -0.33 -2.60

For the calculated total energy, the calculation gives -269.068712 a.u. The frontier orbital gap is 9.762 eV. The calculation puts the HOMO energy at -8.7 eV. Its energy above the lowest of the compared OMol25 structures with the same formula, charge and spin is 125.1 kJ/mol.

Atomic partial charges in e from the Löwdin method, atoms 1 to 8:
1 C -0.14
2 N -0.13
3 C -0.22
4 C -0.25
5 N -0.13
6 C -0.15
7 H 0.07
8 H 0.06


4.
Formula: C11H15NS
Source: OMol25
Level of theory: ωB97M-V/def2-TZVPD

Element x y z (Å)
C 2.04 -3.70 -2.28
C 1.31 -2.97 -1.09
C 0.65 -3.63 -0.04
N 0.20 -2.70 0.89
C 0.69 -1.46 0.48
C 0.78 -0.24 1.11
C 1.52 0.79 0.61
C 2.17 0.63 -0.62
C 2.22 -0.59 -1.28
C 1.48 -1.62 -0.72
H 1.95 -4.81 -2.23
H 3.10 -3.51 -2.25
H 1.55 -3.28 -3.09
H 0.34 -4.63 -0.15
H -0.15 -2.77 1.80
H 0.38 -0.22 2.09
H 1.73 1.55 1.04
H 2.78 1.38 -1.17
H 2.86 -0.68 -2.12
C -3.40 2.48 1.88
S -2.45 4.00 1.84
C -2.65 4.79 0.26
H -3.19 1.91 2.75
H -4.50 2.48 1.68
H -3.14 1.78 0.97
H -2.31 4.28 -0.64
H -2.38 5.85 0.35
H -3.58 4.89 -0.08

For the calculated total energy, the calculation gives -880.993285 a.u. The frontier orbital gap is 8.530 eV. The calculation puts the HOMO energy at -7.7 eV. Its energy above the lowest of the compared OMol25 structures with the same formula, charge and spin is 280.6 kJ/mol.

Atomic partial charges in e from the Löwdin method, atoms 1 to 8:
1 C -0.03
2 C -0.20
3 C -0.05
4 N 0.08
5 C -0.19
6 C -0.02
7 C -0.06
8 C -0.07